ORCA calculation (ωB97M-V/def2-TZVPD) on a structure of composition C47H43N8O2PTi.

Cartesian coordinates (Å):
1 Ti 0.058 0.097 0.454
2 P 0.744 0.558 2.948
3 O 0.231 1.323 -0.984
4 O -0.760 3.889 -3.043
5 N 2.297 0.262 0.525
6 N 2.379 0.946 2.743
7 N -0.805 1.333 -4.107
8 N 0.518 -2.083 0.410
9 N -1.775 -0.951 -0.577
10 N -0.197 -4.163 0.092
11 N -1.797 1.070 1.077
12 N -3.980 1.111 1.450
13 C -0.884 3.772 5.771
14 C -4.138 3.455 2.409
15 C 2.937 -0.099 -0.611
16 C 1.410 -2.512 5.558
17 C 0.332 -3.349 5.298
18 C 5.055 0.451 0.300
19 C 4.429 0.806 1.470
20 C -3.344 4.555 2.662
21 C 2.736 -5.149 2.120
22 C 1.360 1.945 -3.025
23 C -0.793 5.273 -2.671
24 C -1.965 4.550 2.379
25 C 2.553 -2.739 1.812
26 C 0.849 3.010 4.291
27 C -0.393 -2.862 -0.152
28 C 1.552 -1.329 4.854
29 C 3.206 -3.841 2.324
30 C -3.494 2.349 1.869
31 C 0.626 -0.985 3.870
32 C 3.037 0.674 1.558
33 C -2.946 1.001 -3.084
34 C 0.336 3.976 5.146
35 C 1.123 2.067 -1.636
36 C -1.590 2.595 5.554
37 C -3.981 2.698 -1.759
38 C -2.895 3.533 -1.948
39 C -2.973 -0.902 0.285
40 C 4.295 -0.034 -0.770
41 C -1.076 1.620 4.718
42 C 2.500 2.558 -3.588
43 C -1.835 1.817 -3.241
44 C 0.147 1.824 4.080
45 C 1.392 -2.964 1.074
46 C -2.936 0.419 0.973
47 C 2.983 3.616 -1.511
48 C 3.309 3.393 -2.846
49 C 0.500 1.422 -4.038
50 C -1.459 -2.312 -1.038
51 C 1.594 -5.390 1.386
52 C 1.919 2.959 -0.915
53 C -2.126 2.319 1.610
54 C 0.951 -4.270 0.876
55 C -1.809 3.120 -2.725
56 C -0.455 -1.825 3.623
57 C -0.607 -3.004 4.336
58 C -4.029 1.437 -2.342
59 C -1.339 3.443 1.848
60 H -0.780 5.373 -1.584
61 H 1.788 3.202 3.790
62 H 3.583 4.291 -0.915
63 H -2.909 4.529 -1.531
64 H 2.960 1.206 3.528
65 H 2.947 -1.752 1.989
66 H 2.394 -0.683 5.074
67 H -4.935 0.791 1.480
68 H 0.893 4.886 5.323
69 H -4.917 0.825 -2.260
70 H -1.151 1.017 -5.007
71 H -1.918 -0.329 -1.370
72 H 4.112 -3.697 2.895
73 H 6.130 0.534 0.218
74 H -0.755 -4.923 -0.263
75 H 1.228 -6.392 1.215
76 H 4.164 3.874 -3.297
77 H 1.712 3.101 0.139
78 H -2.917 -1.730 0.999
79 H 2.130 -2.782 6.317
80 H -3.898 -1.023 -0.289
81 H -3.791 5.444 3.082
82 H 4.752 -0.348 -1.697
83 H -5.199 3.463 2.616
84 H -1.453 -3.651 4.150
85 H -1.672 5.759 -3.093
86 H -1.073 -2.254 -2.060
87 H -4.823 3.060 -1.184
88 H 4.991 1.160 2.324
89 H -2.534 2.432 6.054
90 H 3.285 -5.979 2.539
91 H -1.622 0.693 4.584
92 H 0.991 1.113 -4.955
93 H -1.387 5.439 2.586
94 H -0.278 3.456 1.631
95 H 2.301 -0.462 -1.411
96 H -2.340 -2.959 -1.062
97 H 2.705 2.414 -4.641
98 H 0.219 -4.269 5.855
99 H -2.983 0.053 -3.615
100 H -1.281 4.523 6.439
101 H 0.109 5.705 -3.092
102 H -1.198 -1.563 2.871

For the energy above the lowest of the compared OMol25 structures with the same formula, charge and spin, the calculation gives 63.2 kJ/mol. The multiplicity is 2. Its charge is +3. The calculation puts the gap between HOMO and LUMO (spin up / spin down) at 7.4 / 7.5 eV. The value obtained for the LUMO energy (spin up / spin down) is -8.1 / -8.1 eV.